1.
Entry from the Open Molecules 2025 dataset: an isolated molecule of C8H8O4 at a distorted geometry (ωB97M-V/def2-TZVPD).

Positions of all 20 atoms, in Å:
C: 2.738 0.874 0.528
C: 1.877 -0.331 -0.001
O: 2.504 -1.407 -0.125
C: 0.460 -0.154 -0.176
C: -0.274 -1.445 -0.167
O: 0.385 -2.574 -0.324
C: -1.684 -1.442 -0.071
C: -2.331 -0.217 0.081
O: -3.656 -0.143 0.244
C: -1.709 1.054 0.011
C: -0.337 1.053 -0.243
O: 0.350 2.183 -0.615
H: 3.291 0.473 1.353
H: 2.227 1.783 0.926
H: 3.463 1.019 -0.264
H: 1.411 -2.310 -0.383
H: -2.236 -2.391 -0.181
H: -4.050 -1.022 0.212
H: -2.274 1.995 0.077
H: -0.156 3.003 -0.881

## Properties
- E_LUMO: 0.4 eV
- Largest force on an atom: 0.05103 Eh/bohr
- Charge: 0
- Gap between HOMO and LUMO: 8.9842 eV
- Structure (SMILES): CC(=O)c1c(O)cc(O)cc1O

=====

2.
Entry from the Open Molecules 2025 dataset: the ion C8H15N2 with charge +1 at a distorted geometry (ωB97M-V/def2-TZVPD).

Positions of all 25 atoms, in Å:
C: 3.874 0.701 0.457
C: 2.764 0.324 -0.211
C: 2.071 -0.995 -0.183
C: 0.600 -1.067 -0.179
N: -0.049 -2.180 -0.210
C: -0.215 0.118 0.099
C: 0.153 1.214 0.686
N: -1.660 -0.220 -0.048
C: -2.520 0.404 0.955
C: -2.361 -0.349 -1.288
H: 4.223 1.663 0.348
H: 4.570 0.040 1.006
H: 2.208 1.068 -0.693
H: 2.283 -1.404 0.762
H: 2.478 -1.848 -0.953
H: 0.470 -2.934 -0.476
H: -1.003 -1.952 -0.045
H: -0.569 1.944 0.840
H: 1.148 1.173 1.119
H: -2.625 1.460 0.794
H: -3.466 -0.037 0.924
H: -2.100 0.270 2.006
H: -2.187 0.629 -1.919
H: -1.981 -1.106 -1.992
H: -3.409 -0.545 -0.981

## Properties
- E_LUMO: -4.7 eV
- Largest force on an atom: 0.09694 Eh/bohr
- Charge: +1
- Gap between HOMO and LUMO: 8.1988 eV
- Structure (SMILES): C=CCC(=[NH2+])C(=C)N(C)C

=====

3.
Entry from the Open Molecules 2025 dataset: a structure of composition C38H67B3BrN9O4 at a distorted geometry (ωB97M-V/def2-TZVPD).

Positions of all 122 atoms, in Å:
O: 2.301 -0.774 -0.130
C: 1.219 -0.411 -0.490
Br: 0.517 -1.113 -2.174
C: 0.434 0.571 0.388
B: -1.157 0.440 0.288
O: -1.845 1.445 -0.427
B: -2.375 0.810 -1.560
O: -2.842 -0.493 -1.410
B: -2.873 -0.913 -0.080
O: -1.910 -0.564 0.880
H: 0.783 0.470 1.429
H: 0.712 1.589 0.051
H: -2.396 1.436 -2.561
H: -3.736 -1.645 0.284
C: -4.747 5.821 -1.508
C: -5.246 5.358 -2.873
C: -4.720 3.972 -3.255
C: -3.247 3.982 -3.319
N: -2.098 3.992 -3.370
H: -3.660 5.923 -1.491
H: -5.168 6.797 -1.261
H: -5.039 5.116 -0.726
H: -4.948 6.089 -3.629
H: -6.338 5.332 -2.865
H: -5.111 3.674 -4.228
H: -5.036 3.229 -2.521
C: 0.884 -1.612 -8.137
C: 1.737 -1.194 -6.944
C: 1.414 -1.983 -5.672
C: 0.006 -1.774 -5.283
N: -1.092 -1.610 -4.981
H: -0.176 -1.424 -7.957
H: 1.168 -1.045 -9.025
H: 1.012 -2.674 -8.357
H: 1.593 -0.126 -6.761
H: 2.791 -1.338 -7.191
H: 2.058 -1.660 -4.853
H: 1.582 -3.050 -5.830
C: 5.134 -3.084 0.184
C: 4.897 -4.511 -0.295
C: 5.501 -4.783 -1.673
C: 4.895 -3.877 -2.663
N: 4.422 -3.140 -3.406
H: 4.660 -2.353 -0.475
H: 4.711 -2.944 1.180
H: 6.203 -2.860 0.234
H: 3.821 -4.699 -0.319
H: 5.329 -5.207 0.425
H: 5.314 -5.816 -1.968
H: 6.581 -4.626 -1.660
C: -5.985 -0.817 4.826
C: -4.696 -0.639 5.620
C: -3.765 0.411 5.005
C: -3.377 0.011 3.639
N: -3.065 -0.302 2.573
H: -5.788 -1.179 3.816
H: -6.632 -1.551 5.312
H: -6.536 0.124 4.760
H: -4.179 -1.599 5.684
H: -4.943 -0.340 6.642
H: -2.863 0.518 5.611
H: -4.261 1.382 4.962
C: 9.575 -6.659 -2.726
C: 10.395 -6.179 -1.533
C: 10.070 -6.937 -0.241
C: 8.651 -6.753 0.116
N: 7.543 -6.610 0.388
H: 8.507 -6.495 -2.571
H: 9.859 -6.114 -3.626
H: 9.735 -7.724 -2.909
H: 10.219 -5.111 -1.387
H: 11.456 -6.301 -1.757
H: 10.688 -6.569 0.578
H: 10.268 -8.003 -0.362
C: -8.009 5.586 1.981
C: -7.932 6.664 0.905
C: -9.076 6.580 -0.110
C: -9.045 5.282 -0.808
N: -9.021 4.269 -1.353
H: -7.927 4.585 1.554
H: -7.193 5.702 2.694
H: -8.951 5.647 2.531
H: -6.975 6.581 0.385
H: -7.952 7.646 1.383
H: -8.985 7.378 -0.849
H: -10.040 6.691 0.389
C: 6.405 0.078 4.381
C: 5.575 -0.887 3.541
C: 4.457 -0.189 2.760
C: 3.527 0.474 3.692
N: 2.804 0.992 4.422
H: 5.799 0.568 5.144
H: 7.205 -0.456 4.895
H: 6.860 0.850 3.756
H: 5.146 -1.650 4.195
H: 6.231 -1.401 2.835
H: 3.902 -0.917 2.167
H: 4.873 0.556 2.079
C: 5.711 -0.557 -3.840
C: 6.312 0.819 -4.107
C: 7.471 0.776 -5.110
C: 8.561 -0.074 -4.597
N: 9.409 -0.739 -4.197
H: 6.442 -1.231 -3.393
H: 4.875 -0.480 -3.145
H: 5.344 -1.012 -4.761
H: 6.659 1.247 -3.164
H: 5.534 1.481 -4.493
H: 7.860 1.781 -5.281
H: 7.133 0.378 -6.068
C: -10.397 0.845 6.989
C: -9.067 0.968 7.724
C: -8.318 2.262 7.388
C: -8.015 2.318 5.946
N: -7.780 2.370 4.820
H: -10.256 0.810 5.907
H: -10.908 -0.073 7.279
H: -11.054 1.687 7.223
H: -8.443 0.106 7.476
H: -9.249 0.934 8.800
H: -7.381 2.311 7.945
H: -8.917 3.133 7.657

## Properties
- E_LUMO: 0.5 eV
- Largest force on an atom: 0.11113 Eh/bohr
- Charge: 0
- Gap between HOMO and LUMO: 10.4145 eV

=====

4.
Entry from the Open Molecules 2025 dataset: a cluster of 2 separate species, C2H5BrSe in total at a distorted geometry (ωB97M-V/def2-TZVPD).

Positions of all 9 atoms, in Å:
C: 0.833 0.215 -0.496
C: -1.273 0.359 0.763
Se: 1.839 -1.188 0.065
Br: -2.467 -0.935 -0.060
H: 0.311 0.369 -1.497
H: 1.204 1.254 -0.375
H: -1.346 1.319 0.367
H: -0.787 0.008 1.687
H: 0.726 -2.215 0.277

## Properties
- E_LUMO (spin up / spin down): 0.0 / -0.2 eV
- Largest force on an atom: 0.09625 Eh/bohr
- Charge: 0
- Gap between HOMO and LUMO (spin up / spin down): 7.9532 / 7.9467 eV

=====

Summary of ΔE to the lowest compared entry with this formula, charge and spin in kJ/mol
61.3 300.0 0.0 339.4
(order as listed above)